Record 1
Formula: C4H10N2OS
Source: OMol25
Level of theory: ωB97M-V/def2-TZVPD

Calculated values
- ΔE to the lowest compared entry with this formula, charge and spin: 629.84 kJ/mol
- Orbital gap: 6.22 eV
- Spin multiplicity: 1
- Max |F|: 3.94 eV/Å

Last column: Mulliken charge in e.
Element x y z (Å)
O -1.10163 1.10172 -3.12062  -0.47
C -1.71384 0.21214 -2.59942  -0.16
N -1.60277 -0.17548 -1.25232  -0.50
C -0.31800 0.38581 -0.74929  0.53
C -0.52452 1.65559 0.05661  -1.44
S 1.37042 -1.00558 3.22813  -0.14
C 0.29253 -0.69974 0.13526  -0.66
N 1.74889 -0.46818 0.36208  -0.54
H -2.30919 -0.46557 -3.22111  0.46
H -2.35222 0.52801 -1.32620  0.30
H 0.37589 0.48176 -1.56993  0.32
H -0.80548 2.39596 -0.72389  0.37
H 0.34940 2.05460 0.58203  0.39
H -1.33536 1.70967 0.78925  0.36
H 0.05660 -1.65562 -0.34614  0.39
H -0.20234 -0.81973 1.09666  0.35
H 1.92302 -0.37361 1.38289  0.13
H 2.25633 -1.35339 0.27939  0.32

Cartesian forces, eV/Å:
0.0 0.5 -0.4
1.9 -1.7 -3.0
0.4 0.5 -1.1
-0.2 -0.8 2.6
-0.2 1.8 -1.3
0.2 0.0 -0.5
-0.5 -0.9 0.0
-0.2 -1.4 1.3
-0.8 0.1 0.2
-1.3 0.6 3.2
0.0 0.6 -0.2
0.2 0.1 0.6
0.2 -0.4 -0.3
0.0 -0.9 -0.1
0.7 0.0 -0.1
-0.3 0.5 -0.1
0.0 1.3 0.2
-0.1 0.1 -0.9


Record 2
Formula: C4H4N2O
Source: OMol25
Level of theory: ωB97M-V/def2-TZVPD

Calculated values
- ΔE to the lowest compared entry with this formula, charge and spin: 18.10 kJ/mol
- Orbital gap: 9.69 eV
- Spin multiplicity: 1
- SMILES: O=c1cc[nH]cn1
- Max |F|: 0.37 eV/Å

Last column: Mulliken charge in e.
Element x y z (Å)
O 2.34166 -1.38400 -0.00446  -0.58
C 1.26471 -0.83246 -0.10057  0.44
C 1.10756 0.63154 -0.04765  -0.40
C -0.11255 1.16992 0.11527  -0.22
N -1.21746 0.34597 0.13447  -0.10
C -1.05235 -0.98744 -0.11754  0.04
N 0.07389 -1.58053 -0.26792  -0.48
H 1.99927 1.24566 -0.08070  0.36
H -0.30426 2.23307 0.21744  0.36
H -2.13043 0.70397 0.36480  0.22
H -1.97940 -1.55340 -0.21058  0.36

Cartesian forces, eV/Å:
-0.3 0.2 -0.1
0.1 0.0 0.0
-0.1 0.0 0.1
0.1 -0.1 0.0
0.1 -0.1 0.0
0.0 0.0 0.0
-0.1 0.2 0.1
-0.1 -0.1 0.0
0.1 -0.2 0.0
0.1 0.0 -0.2
0.1 0.0 0.1


Record 3
Formula: C3H6N2O
Source: OMol25
Level of theory: ωB97M-V/def2-TZVPD

Calculated values
- ΔE to the lowest compared entry with this formula, charge and spin: 153.73 kJ/mol
- Orbital gap: 10.76 eV
- Spin multiplicity: 1
- SMILES: N#C[C@@H](N)CO
- Max |F|: 1.11 eV/Å

Last column: Mulliken charge in e.
Element x y z (Å)
N 2.49059 -0.73857 -1.24298  -0.42
C 1.58790 -0.58738 -0.53536  0.11
C 0.41634 -0.36171 0.33365  0.51
N 0.50835 0.88841 1.08543  -0.56
C -0.83913 -0.41184 -0.56228  -0.83
O -2.01807 -0.17281 0.16230  -0.49
H 0.35386 -1.20141 1.03772  0.15
H 1.41335 1.33398 1.00268  0.27
H -0.17998 1.55610 0.76409  0.20
H -0.71197 0.28886 -1.40291  0.36
H -0.92997 -1.41894 -0.97797  0.38
H -2.10479 0.77743 0.33075  0.32

Cartesian forces, eV/Å:
-0.8 0.1 0.7
0.7 -0.1 -0.6
-0.1 -0.1 0.0
0.0 0.1 -0.1
0.2 -0.1 -0.2
-0.1 0.4 0.1
0.1 0.1 -0.1
0.0 -0.1 0.0
0.1 0.1 0.0
-0.1 -0.1 0.2
0.1 0.1 0.0
-0.1 -0.4 0.0


Record 4
Formula: C3H12N
Source: OMol25
Level of theory: ωB97M-V/def2-TZVPD

Calculated values
- ΔE to the lowest compared entry with this formula, charge and spin: 155.81 kJ/mol
- Orbital gap: 11.04 eV
- Net charge: +1
- Spin multiplicity: 1
- Max |F|: 5.78 eV/Å

Last column: Mulliken charge in e.
Element x y z (Å)
N 0.17659 -0.98353 2.17680  -0.44
H -0.13325 -0.28146 1.44924  0.12
H -0.50304 -1.81804 2.12031  0.43
H 1.15140 -1.05848 2.07564  0.38
H -0.04251 -0.63622 3.08949  0.37
C 0.66779 1.05907 -0.26173  -1.05
C -0.32458 0.01154 -0.59408  -0.28
C -0.69614 0.19500 -2.01980  -1.35
H 1.59091 1.13696 -1.04814  0.26
H 1.32391 0.89722 0.62851  0.28
H 0.40793 2.03308 -0.10703  0.37
H -1.25370 -0.06576 0.09220  0.39
H -0.10098 -0.97168 -0.38726  0.49
H -1.33080 -0.67029 -2.31209  0.35
H -1.20647 1.11837 -2.35829  0.33
H 0.27294 0.03422 -2.54378  0.34

Cartesian forces, eV/Å:
-3.9 -0.1 -0.6
0.1 -0.5 0.7
2.1 0.9 -0.4
1.7 -1.1 -0.2
0.1 0.8 0.9
5.6 -1.6 -0.1
-2.9 1.9 1.1
-0.5 -1.8 -1.8
-2.5 -0.4 1.3
-0.5 -0.3 0.0
-1.6 2.5 0.0
0.5 1.4 -0.8
2.0 -2.4 -0.4
0.2 0.7 -0.1
0.6 -0.4 0.6
-0.8 0.5 -0.2